Record 1
ORCA calculation (wB97M-V/def2-TZVPD) on a molecular structure, C30H45N4O6SSb2Ti in a non-equilibrium geometry.

The geometry in XYZ format:
```
89
Properties=species:S:1:pos:R:3:forces:R:3:lowdin_charge:R:1
Ti 0.343 -0.487 -0.800 0.4 -0.1 0.7 0.60
C -0.543 -3.520 -1.706 -0.6 -0.1 0.2 -0.13
C -1.615 -2.503 -2.109 0.2 -0.6 0.4 -0.16
O -1.125 -1.239 -2.499 0.8 0.2 -0.3 -0.30
C -0.753 -0.831 -3.824 0.9 1.1 0.3 -0.10
C 0.729 -1.201 -4.121 -1.2 -2.1 1.0 -0.15
O 1.479 -0.750 -3.021 0.3 0.9 0.5 -0.27
C 2.805 -1.243 -3.061 0.4 -1.1 0.1 -0.15
C 3.465 -1.030 -1.699 -1.4 1.4 -0.1 -0.12
O 2.498 -1.257 -0.671 0.6 -0.9 0.2 -0.24
C 2.570 -2.551 -0.067 -0.3 -0.2 0.4 -0.13
C 1.619 -3.510 -0.758 0.6 -0.5 0.8 -0.18
O 0.449 -2.820 -0.971 -1.4 1.2 -0.3 -0.24
H -1.061 -4.248 -1.010 0.7 0.4 -1.0 0.16
H -0.059 -3.965 -2.598 -0.3 -0.2 0.5 0.14
H -2.183 -2.290 -1.218 -0.3 0.0 0.3 0.09
H -2.282 -2.917 -2.840 -0.3 -0.3 -0.6 0.14
H -0.810 0.267 -3.622 0.0 -0.5 -1.0 0.12
H -1.436 -1.143 -4.640 0.2 0.0 0.7 0.15
H 1.191 -0.877 -5.047 -0.4 0.3 -0.4 0.14
H 0.782 -2.338 -4.076 0.0 1.0 -0.4 0.14
H 3.387 -0.747 -3.871 -0.3 -0.5 0.4 0.15
H 2.704 -2.349 -3.224 0.4 0.8 -0.3 0.14
H 3.695 0.021 -1.546 0.3 0.2 -0.3 0.12
H 4.364 -1.600 -1.548 0.3 -0.4 -0.1 0.14
H 2.289 -2.444 0.981 -0.2 0.2 -0.1 0.13
H 3.583 -2.942 -0.078 0.2 0.0 -0.1 0.14
H 1.415 -4.364 -0.084 0.4 0.0 -0.4 0.15
H 1.998 -3.825 -1.725 0.3 -0.5 -0.2 0.13
N 0.921 -5.061 6.347 -0.6 -0.6 2.5 0.11
C 0.268 -4.481 5.314 0.1 0.5 -1.4 -0.34
C 0.682 -4.620 3.984 0.4 -0.8 -0.7 -0.01
C 0.074 -3.903 2.964 0.3 -0.1 2.0 -0.07
C -0.897 -2.965 3.214 0.2 -1.2 2.8 -0.35
C -1.352 -2.841 4.538 0.5 0.4 -1.0 -0.03
C -0.772 -3.578 5.537 -0.6 0.2 0.8 -0.03
S -1.487 -2.045 1.960 0.4 1.0 -1.2 0.57
O -2.530 -1.191 2.426 -0.8 0.4 0.1 -0.29
O -1.751 -2.985 0.902 -0.5 0.0 -0.7 -0.30
N -0.232 -1.163 1.420 -0.4 0.3 -1.4 -0.15
C 0.439 -0.287 2.180 0.8 -0.5 0.5 -0.48
N 1.364 0.431 1.457 -0.5 -0.6 0.5 0.06
C 2.334 0.997 2.178 0.0 0.8 0.1 -0.13
C 2.310 1.004 3.567 -0.2 -0.6 0.1 -0.06
C 1.209 0.401 4.186 -0.4 1.2 0.4 -0.12
N 0.285 -0.261 3.532 -0.1 0.3 -1.2 0.15
H 1.446 -5.912 6.255 0.1 0.0 -0.6 0.10
H 0.383 -5.096 7.235 0.7 0.2 -1.0 0.12
H 1.474 -5.335 3.672 -0.5 0.5 0.6 0.12
H 0.436 -4.033 2.010 0.6 -0.3 -2.1 0.07
H -2.085 -2.082 4.742 -0.3 0.0 0.2 0.11
H -1.136 -3.410 6.548 0.1 -0.1 -0.1 0.12
H 3.099 1.578 1.629 -0.4 -0.5 0.3 0.12
H 3.068 1.414 4.204 0.3 0.4 -0.2 0.09
H 0.949 0.638 5.238 0.6 -0.6 -0.5 0.13
C 2.428 2.347 -3.428 -0.5 0.6 0.5 -0.30
Sb 1.182 2.359 -1.669 0.0 0.5 -0.5 1.36
C 2.125 4.057 -0.721 -0.8 -0.3 0.3 -0.29
C -0.419 3.548 -2.666 -0.3 0.0 1.7 -0.27
C -1.183 4.492 -1.722 -0.4 -0.4 -0.4 -0.26
C -0.751 5.768 -1.401 1.7 0.2 -1.0 -0.07
C -1.509 6.648 -0.651 1.5 1.0 0.8 -0.10
C -2.739 6.303 -0.183 -0.4 -1.7 0.0 -0.07
C -3.191 5.006 -0.433 0.3 -0.5 -0.4 -0.04
C -2.431 4.098 -1.186 0.5 -0.1 -0.5 -0.27
C -2.966 2.733 -1.527 1.4 0.3 -0.1 -0.31
Sb -2.128 1.033 -0.480 -0.1 0.3 1.2 1.39
C -3.941 -0.127 -0.398 -0.7 1.3 1.4 -0.28
C -2.019 2.055 1.486 -0.6 -0.2 -1.1 -0.23
H 3.403 1.990 -3.226 1.1 -0.4 0.4 -0.01
H 2.520 3.324 -3.872 0.0 0.6 0.1 0.01
H 2.009 1.736 -4.181 -0.6 -0.9 -0.8 -0.02
H 2.254 4.738 -1.561 0.3 0.2 0.3 0.00
H 3.044 3.886 -0.141 -0.4 -0.1 -0.4 0.01
H 1.325 4.434 -0.059 0.5 0.1 -0.2 0.01
H -1.120 2.838 -3.082 0.0 -0.3 -0.1 0.02
H 0.018 4.037 -3.506 0.6 0.7 -0.4 0.05
H 0.256 6.091 -1.783 -1.1 -0.2 0.5 0.12
H -1.017 7.542 -0.231 -0.4 -0.2 -0.8 0.12
H -3.290 6.933 0.461 -0.5 0.7 0.4 0.10
H -4.133 4.644 -0.044 -0.2 0.2 0.1 0.11
H -2.876 2.510 -2.587 -0.2 0.1 -0.1 0.05
H -3.972 2.754 -1.274 -2.1 -0.4 0.4 0.03
H -4.709 0.519 0.130 0.8 -0.7 -0.8 0.04
H -3.817 -1.002 0.223 0.2 -0.2 0.1 -0.02
H -4.302 -0.407 -1.370 -0.1 0.0 -0.5 0.00
H -0.978 2.376 1.648 -0.5 0.1 -0.1 0.00
H -2.319 1.340 2.246 0.0 0.0 0.1 -0.01
H -2.754 2.885 1.402 0.8 -0.4 0.3 0.01
```
Positions in Å, forces in eV/Å.

## Properties
* gap between HOMO and LUMO (alpha / beta): 0.280 / 0.292 Eh
* relative energy (zero: lowest compared OMol25 entry of this formula, charge and spin): 47.12 kJ/mol
* LUMO energy (alpha / beta): -2.0 / -2.0 eV
* 2S+1: 3
* total charge: +1
* energy: -3568.4955 Ha


Record 2
ORCA calculation (wB97M-V/def2-TZVPD) on a molecular structure, C30H45NO3P2RhS in a non-equilibrium geometry.

The geometry in XYZ format:
```
83
Properties=species:S:1:pos:R:3:forces:R:3:lowdin_charge:R:1
Rh -0.449 1.034 -0.671 -2.5 -2.2 -6.6 1.03
C 0.543 0.464 1.020 0.9 -0.4 2.1 -0.32
C 1.178 1.607 0.429 1.0 -0.3 0.7 -0.33
C -0.992 2.193 0.949 -0.1 1.2 1.4 -0.30
C -0.799 0.833 1.351 0.4 -0.1 1.6 -0.30
C 0.216 2.652 0.339 -0.1 1.7 1.3 -0.35
C 1.156 -0.864 1.335 -0.3 -0.3 0.0 -0.02
H 2.231 -0.874 1.161 0.0 0.0 0.0 0.06
H 0.683 -1.627 0.703 0.2 -0.1 0.2 0.07
H 0.984 -1.174 2.373 0.0 0.2 -0.1 0.10
C -1.785 -0.036 2.063 0.1 -0.2 -0.4 0.00
H -1.872 -0.988 1.529 -0.1 0.1 0.2 0.06
H -2.755 0.450 2.057 -0.2 -0.1 0.1 0.08
H -1.488 -0.251 3.097 0.0 0.2 -0.2 0.10
C -2.186 3.033 1.249 -0.3 -0.2 -0.5 0.00
H -1.897 4.078 1.346 -0.1 0.0 0.2 0.08
H -2.654 2.676 2.164 0.0 0.2 0.1 0.09
H -2.920 2.961 0.436 0.1 0.1 0.2 0.07
C 0.426 4.034 -0.201 -0.1 -0.2 0.0 -0.02
H -0.046 4.769 0.452 0.0 0.1 -0.1 0.08
H -0.016 4.127 -1.198 0.0 0.2 0.1 0.08
H 1.488 4.261 -0.262 0.1 0.1 -0.1 0.07
C 2.633 1.724 0.096 -0.1 -0.2 -0.1 -0.01
H 2.965 2.761 0.184 0.1 -0.1 0.0 0.08
H 2.820 1.393 -0.928 0.4 0.2 0.2 0.04
H 3.223 1.101 0.775 0.0 0.1 -0.1 0.09
C 1.304 -3.591 -1.792 0.6 -1.0 0.1 -0.08
C 2.316 -3.306 -0.967 -0.4 -0.5 0.1 -0.11
C 3.308 -2.204 -1.194 0.4 0.4 0.1 -0.16
C 3.812 -2.088 -2.670 0.4 -0.4 -0.2 -0.14
C 3.275 -0.885 -3.485 -0.2 1.4 -0.3 -0.35
C 1.999 -0.303 -2.885 -1.5 1.5 1.1 -0.43
C 0.884 -1.268 -2.470 -0.7 -0.6 0.2 -0.23
C 0.930 -2.729 -2.962 -0.6 0.3 -0.1 -0.16
H 4.179 -2.448 -0.558 -0.3 0.3 -0.4 0.13
H 3.596 -3.023 -3.213 0.1 0.3 0.6 0.09
H 2.934 -1.227 -0.807 0.3 -0.7 -0.3 0.09
H 1.540 -2.808 -3.869 0.2 -0.3 0.4 0.06
H 0.674 -4.476 -1.628 0.3 0.5 0.2 0.12
H 2.499 -3.878 -0.046 -0.3 0.0 -0.6 0.12
H -0.075 -3.025 -3.307 0.3 0.2 0.3 0.11
H 0.852 -1.308 -1.380 -0.1 0.1 -0.2 0.08
H 2.275 0.314 -2.019 -0.2 -0.5 -0.2 0.05
H -0.118 -0.907 -2.738 0.3 0.2 -0.1 0.05
H 4.908 -2.009 -2.599 -0.4 0.1 -0.4 0.12
H 4.053 -0.105 -3.471 -0.2 0.0 0.1 0.12
P 2.857 -0.936 -5.281 1.4 -0.4 -0.4 0.98
C 2.971 -2.685 -5.743 -0.1 -0.4 -0.9 -0.16
C 4.126 -0.156 -6.354 -0.1 0.3 -0.2 -0.17
P 1.062 0.981 -3.885 2.3 -0.2 1.0 0.92
C 1.320 0.058 -5.483 -0.4 -0.4 -0.6 -0.31
C 2.158 2.445 -3.968 -0.3 0.1 -0.1 -0.16
C -0.618 1.547 -3.819 -1.1 0.0 -0.5 -0.20
H 2.012 -3.094 -6.064 0.1 -0.1 0.0 0.07
H 3.383 -3.323 -4.944 -0.4 0.5 -0.2 0.06
H 3.680 -2.753 -6.577 -0.3 0.0 0.1 0.07
H 4.015 -0.547 -7.384 -0.1 0.1 0.5 0.07
H 5.139 -0.404 -6.016 -0.2 -0.1 0.1 0.07
H 4.043 0.941 -6.429 -0.1 -0.4 0.3 0.06
H -1.100 1.337 -4.791 0.0 0.1 0.1 0.08
H -0.578 2.639 -3.671 0.0 -0.4 0.1 0.07
H -1.231 1.099 -3.012 0.3 0.1 -0.5 0.01
H 0.478 -0.637 -5.673 0.2 0.3 0.3 0.09
H 1.355 0.768 -6.339 0.2 -0.7 0.4 0.09
H 1.616 3.288 -3.524 0.2 -0.2 -0.1 0.06
H 2.382 2.688 -5.011 0.0 0.1 0.1 0.05
H 3.095 2.318 -3.411 -0.3 -0.2 -0.1 0.06
O -3.514 2.036 -1.365 0.6 0.6 -0.3 0.00
C -3.486 0.791 -1.289 -4.1 -1.5 0.5 -0.52
N -2.295 0.081 -1.352 4.1 -0.2 0.1 -0.10
S -2.438 -1.594 -1.445 -2.8 0.3 0.9 0.66
O -1.734 -2.244 -0.356 0.5 0.4 -0.8 -0.30
O -2.158 -2.057 -2.791 0.6 0.4 0.1 -0.30
C -4.158 -1.477 -1.140 0.6 -2.0 0.0 -0.28
C -5.004 -2.566 -0.981 -0.6 0.1 0.1 -0.06
C -6.374 -2.313 -0.809 1.0 -0.8 0.0 -0.10
C -6.840 -0.986 -0.823 0.3 1.2 -0.1 -0.08
C -5.979 0.098 -0.992 -1.0 -0.7 0.1 -0.02
C -4.606 -0.161 -1.124 2.1 2.5 -0.5 -0.17
H -4.583 -3.573 -0.980 -0.3 0.2 0.0 0.12
H -7.062 -3.143 -0.670 0.1 0.2 0.0 0.10
H -7.904 -0.808 -0.689 0.2 0.0 -0.1 0.10
H -6.333 1.122 -1.049 0.0 -0.2 0.1 0.11
```
Positions in Å, forces in eV/Å.

## Properties
* gap between HOMO and LUMO (alpha / beta): 0.116 / 0.198 Eh
* relative energy (zero: lowest compared OMol25 entry of this formula, charge and spin): 373.88 kJ/mol
* LUMO energy (alpha / beta): -3.0 / -4.6 eV
* 2S+1: 5
* total charge: +1
* energy: -2641.5410 Ha